C17H28NO17S2 as an isolated structure at a distorted geometry, computed with ωB97M-V with the def2-TZVPD basis set.

```
65
Properties=species:S:1:pos:R:3:mulliken_charge:R:1
C -5.019 1.611 0.867 -1.383
C -3.543 1.652 0.320 1.464
C -3.451 1.711 -1.227 -1.715
C -2.772 2.849 0.999 -1.097
C -2.124 2.292 2.314 -0.513
S -0.544 1.406 1.993 1.166
O -0.017 1.888 0.683 -0.671
O 0.407 1.843 3.074 -0.693
N -0.738 -0.267 2.125 -0.530
S -0.452 -1.028 0.672 1.280
O -0.462 -2.497 0.959 -0.781
O -1.495 -0.788 -0.376 -0.669
O 1.045 -0.706 0.037 -0.350
H -5.683 1.300 0.037 0.416
H -5.115 0.843 1.658 0.317
H -5.282 2.589 1.307 0.250
H -3.049 0.733 0.697 -0.123
H -3.813 0.759 -1.669 0.314
H -4.141 2.506 -1.586 0.465
H -2.436 1.936 -1.596 0.333
H -3.459 3.668 1.308 0.370
H -2.017 3.306 0.333 0.363
H -1.872 3.119 3.007 0.286
H -2.854 1.656 2.856 0.348
H 0.870 -0.657 -0.913 0.212
C 3.852 1.648 -3.153 -0.397
C 3.523 0.267 -2.661 -0.209
O 2.220 0.041 -3.208 -0.175
C 2.087 0.843 -4.291 0.532
O 1.191 0.778 -5.069 -0.543
O 3.112 1.728 -4.374 -0.368
H 4.916 1.787 -3.333 0.321
H 3.501 2.430 -2.474 0.275
H 4.204 -0.492 -3.050 0.192
H 3.504 0.201 -1.574 0.350
C 2.706 -4.019 -0.496 -0.048
C 2.680 -4.842 -1.747 -0.010
O 3.453 -4.051 -2.653 -0.342
C 4.269 -3.265 -1.909 0.709
O 5.145 -2.595 -2.358 -0.605
O 3.948 -3.318 -0.598 -0.329
H 2.675 -4.624 0.407 0.325
H 1.892 -3.293 -0.464 0.070
H 3.162 -5.816 -1.627 0.249
H 1.669 -4.989 -2.120 0.041
C -0.138 -3.325 -4.184 -0.104
C -1.489 -2.826 -3.746 -0.116
O -2.218 -4.040 -3.546 -0.335
C -1.321 -5.022 -3.303 0.638
O -1.603 -6.114 -2.931 -0.556
O -0.052 -4.599 -3.540 -0.329
H 0.674 -2.672 -3.865 0.140
H -0.071 -3.470 -5.266 0.241
H -1.450 -2.276 -2.802 0.084
H -1.970 -2.203 -4.498 0.299
C 1.066 4.341 6.786 -0.318
C 0.687 2.989 7.327 -0.323
O -0.630 2.806 6.814 -0.324
C -0.747 3.582 5.708 0.662
O -1.655 3.532 4.949 -0.562
O 0.311 4.419 5.582 -0.308
H 2.132 4.429 6.582 0.290
H 0.762 5.157 7.448 0.263
H 1.328 2.191 6.946 0.281
H 0.687 2.956 8.416 0.277
```

Calculated values
Energy above the lowest of the compared OMol25 structures with the same formula, charge and spin: 35.7 kcal per mole
Maximum force: 4.98 eV/Å
2S+1: 1
LUMO: 2.4 eV
Charge: -1
Gap between HOMO and LUMO: 8.511 eV